1.
124
Properties=species:S:1:pos:R:3:lowdin_charge:R:1 method="wB97M-V/def2-TZVPD" smiles="NC(N)=O.NC(N)=O.CC(C)O.CC(C)O.CC(C)O.CC(C)O.CC(C)O.CC(C)O.CC(C)O.CC(C)O.CC(C)O" e_tot_ha=-2199.3833 homo_lumo_gap_ev=9.30 max_force_ev_per_a=8.8 e_lumo_ev=-0.11 total_charge=0 de_lowest_kj_mol=617.47
O -5.619 20.379 -11.555 -0.0284
O -8.332 22.264 -24.966 -0.0961
O -18.080 24.447 -21.142 -0.0746
O -12.542 15.529 -14.942 -0.0713
O -21.289 19.785 -16.832 -0.0888
O -7.420 13.826 -13.195 -0.0631
O -8.807 25.661 -17.705 -0.0551
O -5.431 20.414 -17.831 -0.0410
O -15.982 8.330 -16.888 0.0089
O -15.827 14.976 -21.095 0.0281
O -17.971 19.454 -7.467 -0.0635
N -14.806 9.544 -18.239 0.1729
N -16.839 10.107 -17.864 0.1740
N -15.242 16.787 -22.222 0.1578
N -17.041 16.814 -21.205 0.1684
C -4.991 20.829 -10.446 -0.5582
C -16.742 24.486 -20.538 -0.4432
C -6.540 12.021 -14.472 -0.0564
C -9.769 25.984 -15.477 -0.0450
C -7.914 11.667 -12.209 -0.0428
C -8.865 26.517 -16.604 -0.5133
C -7.395 26.760 -16.205 -0.0641
C -4.329 19.820 -18.422 -0.5131
C -23.148 19.084 -18.060 -0.0680
C -15.900 9.267 -17.677 -0.8548
C -3.551 20.284 -10.388 -0.0594
C -6.927 12.513 -13.079 -0.4998
C -17.917 18.313 -8.301 -0.4968
C -13.091 16.810 -15.013 -0.4665
C -22.780 21.548 -17.368 -0.0658
C -22.181 20.231 -17.899 -0.4408
C -16.558 23.436 -19.390 -0.0592
C -10.144 21.003 -23.908 -0.0499
C -4.160 18.396 -17.868 -0.0681
C -10.283 23.307 -25.323 -0.0533
C -14.516 16.670 -15.615 -0.0533
C -16.840 18.495 -9.394 -0.0449
C -16.815 25.873 -19.889 -0.0741
C -12.186 17.741 -15.931 -0.0498
C -9.532 22.400 -24.256 -0.4421
C -4.493 19.850 -19.952 -0.0476
C -4.940 22.345 -10.470 -0.0544
C -16.074 16.096 -21.512 -0.8459
C -17.807 17.126 -7.335 -0.0515
H -15.269 16.150 -15.022 0.0749
H -18.263 20.061 -8.151 0.0774
H -21.765 20.320 -18.902 0.1298
H -8.849 11.612 -12.766 0.0719
H -6.833 27.095 -17.076 0.0767
H -11.126 17.647 -15.697 0.0700
H -18.072 23.582 -21.559 0.0722
H -2.911 20.461 -11.253 0.0767
H -6.357 10.955 -14.343 0.0724
H -11.081 21.123 -23.364 0.0660
H -15.940 24.381 -21.270 0.1277
H -15.819 18.300 -9.065 0.0794
H -4.309 22.861 -9.746 0.0849
H -16.799 16.976 -6.949 0.0771
H -8.087 12.173 -11.259 0.0763
H -13.298 15.006 -14.664 0.0784
H -10.992 23.865 -24.710 0.0604
H -2.958 20.781 -9.620 0.0720
H -23.167 21.480 -16.351 0.0778
H -16.859 22.417 -19.632 0.0668
H -23.554 21.975 -18.006 0.0751
H -6.038 19.524 -11.436 0.1051
H -22.948 18.770 -19.085 0.0735
H -7.270 27.598 -15.518 0.0690
H -4.474 22.403 -11.453 0.0770
H -17.302 17.570 -21.821 0.1232
H -18.514 17.166 -6.506 0.0790
H -14.425 16.302 -16.637 0.0839
H -15.465 17.742 -22.461 0.1087
H -17.123 17.838 -10.216 0.0734
H -22.033 22.339 -17.313 0.0744
H -3.400 17.731 -18.277 0.0747
H -9.621 20.511 -23.088 0.0704
H -9.649 26.592 -14.580 0.0785
H -5.611 20.514 -9.606 0.1334
H -17.551 16.590 -20.362 0.1366
H -7.342 12.051 -15.210 0.0776
H -3.749 19.245 -20.470 0.0738
H -7.583 10.636 -12.087 0.0708
H -14.762 10.419 -18.742 0.1163
H -6.985 25.879 -15.709 0.0779
H -17.572 25.804 -19.108 0.0798
H -9.174 22.879 -23.344 0.1334
H -8.202 13.780 -13.750 0.0837
H -21.726 19.789 -15.977 0.0777
H -18.909 18.318 -8.753 0.1263
H -6.015 12.668 -12.503 0.1295
H -24.167 19.412 -17.855 0.0762
H -10.208 20.419 -24.825 0.0762
H -23.001 18.237 -17.389 0.0789
H -15.491 23.457 -19.168 0.0746
H -16.885 19.483 -9.852 0.0715
H -16.682 10.936 -18.419 0.1201
H -17.086 26.542 -20.705 0.0791
H -13.978 9.018 -17.997 0.1323
H -14.393 16.377 -22.584 0.1229
H -5.878 22.820 -10.758 0.0799
H -10.772 26.052 -15.898 0.0761
H -10.889 22.726 -26.017 0.0755
H -17.651 9.815 -17.339 0.1304
H -17.097 23.745 -18.494 0.0715
H -5.650 12.525 -14.849 0.0801
H -18.021 16.203 -7.873 0.0726
H -5.065 17.789 -17.821 0.0800
H -3.436 20.360 -18.107 0.1271
H -5.482 19.465 -20.200 0.0811
H -12.376 18.811 -15.844 0.0651
H -8.473 22.074 -25.897 0.0807
H -5.563 20.094 -16.935 0.0889
H -3.820 18.474 -16.836 0.0703
H -3.459 19.201 -10.311 0.0714
H -9.687 24.127 -25.722 0.0788
H -4.357 20.858 -20.342 0.0738
H -12.876 17.076 -13.979 0.1290
H -9.500 24.942 -15.301 0.0768
H -8.593 24.761 -17.451 0.0899
H -9.237 27.460 -17.004 0.1328
H -15.869 26.195 -19.455 0.0794
H -14.904 17.680 -15.751 0.0716
H -12.335 17.652 -17.007 0.0679


2.
14
Properties=species:S:1:pos:R:3:lowdin_charge:R:1 method="wB97M-V/def2-TZVPD" s_squared=0.7504 e_tot_ha=-249.6062 homo_lumo_gap_ev="2.38 / 8.15" max_force_ev_per_a=3.0 e_lumo_ev="3.52 / 3.67" total_charge=-1 de_lowest_kj_mol=78.65 multiplicity=2
O -2.640 4.120 0.397 -0.4211
N 0.105 0.800 0.197 -0.0006
C 0.986 -1.485 0.404 -0.2324
C 0.879 -2.852 -0.156 -0.1635
C 0.751 -0.327 -0.278 -0.3874
H 0.874 -0.264 -1.373 0.0778
H 1.868 -3.306 -0.358 0.0560
H -3.115 3.715 -0.350 -0.0758
H -1.969 4.648 -0.101 -0.0773
H 0.322 -3.457 0.566 0.0600
H 1.018 -1.229 1.463 0.0728
H 0.320 1.031 1.160 0.0540
H 0.332 -2.949 -1.097 0.0597
H 0.269 1.554 -0.473 -0.0222


3.
37
Properties=species:S:1:pos:R:3:lowdin_charge:R:1 method="wB97M-V/def2-TZVPD" smiles=Cc1c[nH]c2ccccc12.CCc1ccccc1 e_tot_ha=-713.8985 homo_lumo_gap_ev=8.65 max_force_ev_per_a=3.1 e_lumo_ev=0.89 total_charge=0 de_lowest_kj_mol=167.37
N 4.164 -0.237 -0.224 0.0626
C 2.179 -0.289 0.855 -0.1409
C -1.337 -0.615 -1.046 -0.0681
C -3.066 0.966 -1.235 -0.0651
C 3.077 0.507 0.067 -0.2316
C -2.634 -0.180 -0.638 -0.2637
C -2.263 1.658 -2.178 -0.0956
C 3.915 -1.599 0.095 -0.0248
C -1.034 1.204 -2.609 -0.0849
C 1.007 0.189 1.385 -0.0298
C -0.588 0.023 -1.982 -0.1034
C 1.897 -2.809 1.076 -0.0572
C 2.863 1.890 -0.070 -0.0082
C 2.706 -1.637 0.711 -0.2596
C -3.598 0.231 1.594 -0.0985
C 1.627 2.322 0.433 -0.1109
C 0.662 1.499 0.970 -0.1064
C -3.277 -0.865 0.557 -0.2011
H 2.430 -3.746 1.129 0.0701
H 1.155 -3.049 0.298 0.0785
H -0.492 1.752 -3.355 0.0944
H -2.612 -1.664 0.915 0.1009
H 1.309 3.360 0.183 0.1101
H -2.515 2.716 -2.364 0.1049
H -4.103 -1.363 0.014 0.1204
H 0.332 -0.415 -2.344 0.1026
H 3.612 2.421 -0.617 0.0973
H 4.870 0.069 -0.864 0.1424
H 1.351 -2.559 2.010 0.0862
H -4.673 0.521 1.383 0.0929
H -0.360 1.765 1.276 0.0990
H -2.849 1.015 1.671 0.0691
H 0.290 -0.452 1.889 0.1068
H 4.577 -2.417 -0.124 0.1142
H -3.881 1.599 -0.826 0.1179
H -0.962 -1.592 -0.607 0.1208
H -3.777 -0.218 2.570 0.0588


4.
115
Properties=species:S:1:pos:R:3:lowdin_charge:R:1 method="wB97M-V/def2-TZVPD" s_squared=0.7952 e_tot_ha=-5162.9263 homo_lumo_gap_ev="6.70 / 4.99" max_force_ev_per_a=1.9 e_lumo_ev="2.28 / 0.57" total_charge=-1 de_lowest_kj_mol=0.00 multiplicity=2
Pb 0.535 0.122 0.266 1.5503
Ge 0.767 2.768 -2.173 0.9273
P -3.933 -1.996 -0.886 0.8226
O -0.134 2.659 -0.422 -0.4252
O -5.249 -2.293 -1.812 -0.3295
O -4.494 -2.535 0.516 -0.3696
O 2.523 -0.678 1.673 -0.1440
O -0.102 1.223 -2.692 -0.3840
O -4.060 -0.407 -0.671 -0.3613
O 2.113 1.761 -1.361 -0.4640
O 0.543 -2.623 -4.292 0.0540
O 1.232 -2.143 -1.897 -0.0132
N 0.973 -2.707 0.650 -0.0324
N 0.223 -3.386 -0.174 0.0656
N 1.474 1.615 2.524 0.1097
C 4.493 3.353 1.395 -0.0638
C -1.701 -0.295 -3.493 -0.0363
C -1.344 0.419 4.577 -0.0406
C 1.517 1.320 4.905 -0.0041
C -4.216 -3.876 0.938 -0.1101
C -1.103 3.345 1.680 -0.0248
C -1.779 4.362 -0.523 -0.0579
C -5.140 0.238 -0.038 -0.1180
C 3.281 2.715 1.390 -0.0043
C -2.403 1.969 -2.808 -0.0509
C 2.694 1.988 4.984 -0.0256
C -1.154 -4.874 -1.996 -0.0611
C 2.975 -3.017 5.008 -0.1031
C 0.477 4.806 0.456 -0.0412
C 4.072 2.597 -2.419 -0.0465
C -2.834 -0.851 3.188 -0.0968
C -0.895 -4.399 -4.688 -0.0159
C 3.810 -1.890 4.733 -0.0923
C 3.965 0.415 -1.180 -0.0429
C -0.452 0.502 3.496 -0.2197
C -1.274 1.177 -3.484 -0.7017
C 4.543 3.236 3.793 -0.0407
C -2.586 -0.200 4.388 -0.0895
C -0.976 1.666 -4.909 -0.0426
C 0.482 -3.032 -1.467 -0.4276
C 2.640 2.313 2.608 -0.1948
C 1.876 -2.703 2.867 -0.1174
C 3.325 2.493 3.821 -0.1661
C 0.884 1.187 3.628 -0.2214
C -0.729 -0.084 2.273 -0.2683
C 0.999 -3.213 1.880 -0.0719
C -0.271 -3.882 -2.404 -0.0889
C -1.723 -5.396 -4.260 -0.0918
C -0.647 3.739 0.274 -0.7234
C -5.071 -2.930 -3.032 -0.1821
C 2.649 -1.481 2.654 -0.3273
C 2.036 -3.414 4.111 -0.0565
C -1.907 -0.803 2.156 -0.1447
C 3.612 -1.129 3.655 -0.0275
C -0.163 -3.615 -3.770 -0.2722
C 5.081 3.671 2.618 -0.0935
C 2.909 0.611 -3.356 -0.0349
C 3.253 1.360 -2.079 -0.7475
C -1.884 -5.615 -2.876 -0.1142
H 2.810 2.430 0.464 0.0770
H -0.302 2.919 2.266 0.0495
H 4.154 0.853 -0.189 0.0756
H -2.607 -6.313 -2.507 0.0857
H 5.010 3.495 4.716 0.0957
H 1.286 4.376 0.992 0.0444
H -3.197 -3.935 1.297 0.0766
H 4.928 3.578 0.452 0.0830
H -2.696 -0.543 -3.939 0.0916
H 1.343 -4.226 4.321 0.1061
H -1.367 4.568 -1.495 0.0498
H 5.019 2.323 -2.903 0.0846
H -0.124 1.104 -5.248 0.0740
H -3.315 -0.184 5.180 0.0884
H -1.756 -0.629 -2.446 0.0551
H 6.043 4.165 2.640 0.0980
H -2.290 3.055 -2.961 0.0710
H 2.236 -0.199 -3.120 0.0652
H 3.392 -0.485 -1.029 0.0683
H -3.747 -1.342 3.044 0.0729
H -2.600 3.698 -0.595 0.0522
H -1.894 2.612 1.621 0.0785
H 0.996 0.922 5.779 0.1078
H -1.815 1.437 -5.556 0.0756
H -1.121 0.920 5.525 0.0991
H -4.141 -3.477 -3.091 0.0534
H -4.964 1.332 -0.146 0.0959
H -0.805 2.728 -4.957 0.0596
H 4.952 0.158 -1.569 0.0909
H 3.179 2.109 5.964 0.1201
H -4.416 -4.577 0.106 0.0858
H 0.429 -4.121 2.094 0.1179
H 4.235 3.230 -1.528 0.0676
H 4.578 -1.612 5.427 0.0959
H -3.381 1.648 -3.201 0.0844
H -2.219 5.253 -0.036 0.0915
H 4.158 -0.189 3.536 0.1201
H 0.833 5.144 -0.540 0.0637
H -0.894 -0.876 -3.983 0.0763
H 3.488 3.259 -3.092 0.0628
H 3.095 -3.512 5.976 0.0950
H 0.955 -2.132 -3.530 0.0724
H -5.880 -3.635 -3.192 0.0753
H -2.351 1.739 -1.735 0.0739
H -1.549 4.199 2.184 0.0844
H -6.051 0.011 -0.567 0.0776
H -4.939 -4.036 1.698 0.0701
H -1.226 -5.017 -0.936 0.0930
H 2.402 1.308 -3.998 0.0595
H -5.101 0.022 1.008 0.0671
H -5.159 -2.180 -3.830 0.0854
H 0.128 5.704 0.984 0.0801
H 3.799 0.280 -3.891 0.0917
H -2.129 -1.381 1.270 0.0545
H -2.352 -5.960 -4.960 0.1037
H -0.790 -4.178 -5.715 0.1006